(1)
15
Properties=species:S:1:pos:R:3:forces:R:3:lowdin_charge:R:1 method="wB97M-V/def2-TZVPD" de_lowest_ev=3.050 gap_ha=0.3837 homo_ev=-14.57 fmax_ev_per_a=4.3 total_charge=+1 lumo_energy_ev=-4.12
H -1.9151 -0.2171 -1.3895 0.278 -0.500 -1.890 0.076
C -1.9880 -0.4855 -0.3853 -1.022 2.781 2.520 -0.037
H 3.6702 -1.1456 0.2355 -2.063 0.604 0.040 0.137
O 0.5385 1.5254 0.2629 -0.456 -2.059 1.068 0.014
H 1.3382 1.9751 0.1633 1.583 1.716 -0.351 0.048
H 2.8143 0.2904 1.0669 -0.689 -0.268 -0.467 0.109
H 0.2507 0.0006 -1.4898 0.237 -1.758 2.683 0.221
H -2.1445 0.5327 0.0630 -0.324 -0.679 -0.082 0.108
C 0.3780 -0.5928 -0.4355 -1.852 2.030 -3.284 -0.193
N -0.7514 -0.9239 0.1786 3.150 -0.827 -1.360 0.031
H -0.2065 2.0435 0.0635 -1.092 1.568 -0.363 0.056
H -0.5780 -1.4514 1.0092 -0.902 -0.294 0.691 0.168
N 1.6066 -0.9106 -0.1970 1.281 -0.911 0.810 0.072
H -2.8860 -1.0144 -0.1310 0.062 -0.853 -0.046 0.102
C 2.6702 -0.5716 0.3824 1.808 -0.550 0.033 0.088

---

(2)
15
Properties=species:S:1:pos:R:3:forces:R:3:lowdin_charge:R:1 method="wB97M-V/def2-TZVPD" de_lowest_ev=3.019 gap_ha=0.3308 homo_ev=-13.15 fmax_ev_per_a=4.5 total_charge=+1 lumo_energy_ev=-4.15
H -0.3868 0.6929 -1.8957 1.089 1.606 1.537 0.183
N 0.1953 1.2044 -1.1495 0.603 -4.398 -0.945 0.147
H 0.1672 -1.5726 -1.1120 -0.556 0.088 0.528 0.098
H -2.2363 0.9627 2.5955 0.623 -0.322 -0.742 0.150
H 1.6032 -1.1404 -1.7420 0.654 0.601 -1.100 0.092
C -0.6889 0.0125 1.5151 1.417 -1.824 0.334 -0.231
H -0.0946 -1.7477 2.4453 -0.499 1.759 -0.868 0.147
H 1.7135 -1.7402 -0.2620 0.013 0.051 1.321 0.089
H -1.6657 1.6169 1.0325 -0.340 -0.491 1.178 0.111
C 1.0807 -1.0773 -0.8109 -0.294 0.294 -1.205 -0.056
O -0.6681 -0.9323 2.4545 -0.147 -0.696 0.785 0.028
H 0.0402 2.1622 -0.9736 0.132 1.004 0.232 0.111
N -1.6058 0.8976 1.7734 -0.514 1.483 -0.830 0.120
C 0.9599 0.3612 -0.4209 -2.706 -0.214 -0.810 -0.103
H 1.6365 0.6717 0.3238 0.525 1.059 0.586 0.114

---

(3)
16
Properties=species:S:1:pos:R:3:forces:R:3:lowdin_charge:R:1 method="wB97M-V/def2-TZVPD" de_lowest_ev=0.000 s2=0.754 gap_ha="0.3724 / 0.2484" homo_ev="-9.51 / -9.50" fmax_ev_per_a=1.3 spin_multiplicity=2 lumo_energy_ev="0.62 / -2.74"
H 2.0187 1.5317 1.4985 -0.171 -0.245 -0.340 0.078
C 0.0045 0.6643 1.8479 0.780 -0.521 0.485 -0.311
H -0.2976 1.6830 2.1279 -0.429 -0.165 -0.158 0.133
H -1.6359 -0.4475 -0.5206 -0.124 -0.666 -0.458 0.049
H 1.8712 0.7724 3.0485 -0.797 0.225 -0.066 0.084
C -0.8834 -0.8779 -2.4499 -0.276 0.271 0.370 -0.672
N 0.2001 -0.0887 -2.1500 -0.806 0.091 0.365 0.148
N -1.7965 -0.9292 -1.3986 0.187 0.019 -0.709 0.132
H 2.0016 -0.2654 1.7331 -0.246 0.228 -0.558 0.080
H 0.1142 0.2896 -1.2218 0.961 0.211 -0.214 0.034
O -1.0753 -1.4262 -3.5137 0.160 -0.390 -0.017 0.028
H -0.3263 -0.1149 2.5488 -0.482 0.361 -0.089 0.115
H -2.4837 -1.6523 -1.4949 -0.222 0.165 0.126 0.094
C 1.5382 0.6907 2.0008 1.239 -0.221 0.407 -0.074
H 1.0815 -0.1965 -2.6072 -0.013 -0.021 -0.215 0.099
O -0.3314 0.3670 0.5513 0.238 0.659 1.072 -0.018

---

(4)
16
Properties=species:S:1:pos:R:3:forces:R:3:lowdin_charge:R:1 method="wB97M-V/def2-TZVPD" de_lowest_ev=5.749 gap_ha=0.3766 homo_ev=-13.97 fmax_ev_per_a=3.1 total_charge=+1 lumo_energy_ev=-3.72
N -1.6763 -0.3560 0.1695 1.302 -2.723 0.095 0.295
C 0.2085 -0.3905 -1.7083 -1.507 0.706 -0.786 -0.059
H -1.8093 -0.1754 1.1998 -0.284 -0.600 -1.432 0.175
H 1.2213 1.0541 2.2551 0.693 -0.999 0.977 0.101
O 0.5374 -1.7699 -1.5302 0.243 -0.062 -1.871 -0.099
H -1.9911 -1.2745 -0.2269 0.181 0.200 1.489 0.198
H -0.5908 -0.1781 -2.5428 1.164 -0.666 1.718 0.168
H -2.2020 0.2260 -0.4005 -1.159 2.472 -1.003 0.133
H 1.3105 -1.6957 0.2720 0.208 -0.180 0.011 0.130
H -0.3555 1.6708 2.0783 0.268 -1.967 0.373 0.140
O 0.4112 0.6619 0.5066 0.537 0.109 -1.600 -0.089
C 0.2657 0.7018 1.9306 -2.047 1.975 -1.213 -0.005
C -0.1612 -0.3138 -0.2073 0.667 -1.234 0.402 -0.425
H -0.2207 -0.2685 2.1713 0.955 0.840 1.282 0.110
N 0.3792 -1.8037 -0.1308 -1.280 2.588 1.256 0.087
H 1.0386 0.2929 -1.9464 0.060 -0.458 0.302 0.140

---

(5)
16
Properties=species:S:1:pos:R:3:forces:R:3:lowdin_charge:R:1 method="wB97M-V/def2-TZVPD" de_lowest_ev=7.197 gap_ha=0.4061 homo_ev=-15.81 fmax_ev_per_a=3.8 total_charge=+1 lumo_energy_ev=-4.76
N 0.0297 -0.0555 0.0978 2.658 -0.463 -2.682 -0.181
N 1.1624 0.3549 -0.1684 -0.975 -0.668 0.552 0.119
H 0.9446 -0.6157 -2.1712 -0.445 -0.821 0.064 0.107
H 2.3903 2.0354 0.0119 -1.166 -0.915 0.892 0.125
H 2.6088 0.8699 1.3241 -0.900 -0.155 -0.662 0.120
H -0.3195 -1.7762 -2.6719 -2.009 0.467 -1.030 0.084
H 1.0675 1.8597 1.4093 1.311 -0.764 -1.449 0.124
C 1.8002 1.3213 0.6871 0.361 2.070 1.200 -0.032
O -0.6264 0.2955 1.1518 -1.475 -0.170 1.115 0.007
C -2.1108 0.1868 1.1586 -0.749 -1.742 -1.608 0.065
H 0.7579 -2.3621 -1.6693 0.960 -0.280 1.169 0.096
H -2.4731 -0.7853 0.7107 0.881 0.999 0.257 0.117
H -2.5304 0.9970 0.5510 0.209 0.019 0.614 0.113
H -2.4147 0.0975 2.1878 0.309 0.742 0.366 0.104
O -0.5516 -0.9837 -0.7334 -0.529 0.276 0.540 -0.005
C 0.2652 -1.4393 -1.8759 1.559 1.405 0.663 0.039

---

(6)
16
Properties=species:S:1:pos:R:3:forces:R:3:lowdin_charge:R:1 method="wB97M-V/def2-TZVPD" de_lowest_ev=0.637 gap_ha=0.4222 homo_ev=-14.40 fmax_ev_per_a=1.1 total_charge=+1 lumo_energy_ev=-2.91
C -1.3114 -1.2806 1.1139 -0.361 -0.093 0.260 -0.026
O 1.5989 1.3850 -1.5940 0.533 0.020 -0.988 -0.062
N 0.8547 -1.2335 1.0523 0.244 -0.274 0.487 0.124
C -0.2220 -1.4320 1.8903 -0.200 0.293 -0.035 -0.016
N -0.8792 -1.0387 -0.1722 -0.663 0.514 0.329 0.131
C 0.4423 -0.9898 -0.1771 0.280 -0.337 -0.037 -0.071
H 1.1284 -0.8731 -0.9874 -0.168 0.343 -0.414 0.142
H 1.3175 1.4189 -2.5254 -0.234 -0.011 0.363 0.069
H 1.8245 -1.3083 1.3172 0.028 0.011 -0.001 0.184
H -0.3144 2.3053 -0.7821 -0.291 0.371 0.045 0.007
H -0.1607 -1.5706 2.9535 0.224 -0.146 -0.017 0.138
H 2.5524 1.5466 -1.7171 -0.331 0.056 0.501 0.072
H -2.3541 -1.3081 1.3828 0.060 0.017 -0.120 0.141
H -1.7916 2.8519 -0.5790 0.278 0.202 -0.185 0.046
O -1.1582 2.1763 -0.3265 0.116 -0.750 0.124 -0.061
H -1.5272 -0.6493 -0.8491 0.483 -0.216 -0.311 0.182